Entry 1:
Computed, not measured: C23H35BFN7PtS2SeSi as an isolated structure in a non-equilibrium geometry, with ωB97M-V/def2-TZVPD.

Structure (ORCA input):
```
! RIJCOSX wB97M-V def2-TZVPD def2/J DEFGRID3
* xyz 0 1
Pt 0.6497 0.2101 0.4116
C -2.1985 -0.9642 4.2910
N -2.7493 -0.8436 2.9530
C -3.9420 -1.4073 2.5640
C -4.1438 -1.0212 1.2896
N -3.0902 -0.2278 0.8807
B -3.1286 0.4839 -0.5442
N -2.8302 -0.5783 -1.7079
C -3.7086 -1.5895 -2.0107
C -3.2616 -2.2572 -3.0999
N -2.1162 -1.6209 -3.4932
C -1.3033 -1.9603 -4.6511
C -1.8669 -0.5883 -2.6581
S -0.5599 0.5182 -2.9670
C -2.2429 -0.0930 1.9356
S -0.8364 0.8782 2.1650
H -2.2363 -2.0085 4.5972
H -2.7683 -0.3544 4.9914
H -1.1709 -0.6138 4.2719
H -4.5343 -2.0102 3.2290
H -4.9683 -1.2369 0.6351
H -2.3518 1.3654 -0.6021
H -4.2808 0.8117 -0.7049
H -4.5887 -1.7669 -1.4203
H -3.6627 -3.1001 -3.6340
H -1.8094 -2.7497 -5.2011
H -0.3189 -2.2980 -4.3298
H -1.1799 -1.0848 -5.2829
C 0.6099 4.7372 1.7533
Si 0.5641 3.6802 0.1915
C -1.2520 3.5261 -0.1729
C 1.1735 4.6229 -1.3290
N 1.4869 2.2020 0.4246
C 2.8650 2.3194 0.4104
C 3.5293 3.5710 0.5098
C 4.9021 3.7362 0.4817
C 5.7492 2.6448 0.3755
C 5.1624 1.3918 0.3333
C 3.7921 1.2545 0.3667
F 3.3640 -0.0497 0.3700
H 0.0826 5.6837 1.6041
H 1.6077 4.9623 2.1284
H 0.0820 4.1871 2.5382
H -1.5891 4.5557 -0.3401
H -1.8355 3.1045 0.6404
H -1.4598 2.9591 -1.0765
H 0.8261 5.6602 -1.2976
H 0.7275 4.1589 -2.2137
H 2.2521 4.6325 -1.4704
H 2.9332 4.4602 0.6286
H 5.3069 4.7389 0.5457
H 6.8238 2.7585 0.3423
H 5.7567 0.4881 0.2787
C 0.7683 -1.7210 1.3103
H -0.0950 -1.8138 1.9671
H 1.6812 -1.5448 1.8735
C -1.5156 -3.1752 0.1061
N -0.1413 -3.6003 -0.0297
C 0.3371 -4.6365 -0.8068
C 1.6811 -4.5849 -0.7435
N 2.0078 -3.5155 0.0712
C 3.3703 -3.1117 0.3845
C 0.8814 -2.9041 0.4844
Se 1.0756 -0.5630 -1.7842
H -1.9320 -3.4768 1.0685
H -2.1006 -3.6124 -0.6977
H -1.5289 -2.0899 0.0272
H -0.3215 -5.3043 -1.3314
H 2.4344 -5.2090 -1.1881
H 3.8110 -3.8010 1.1038
H 3.3688 -2.1049 0.7861
H 3.9561 -3.1099 -0.5324
*
```

Summary:
relative energy (zero: lowest compared OMol25 entry of this formula, charge and spin): 142.8 kJ/mol
highest occupied orbital energy: -6.0 eV
Kohn-Sham gap: 6.1 eV
E_LUMO: 0.14 eV

Results of the Löwdin charge analysis, in e, for atoms 1 through 4: atom 1 (Pt): 0.519, atom 2 (C): -0.039, atom 3 (N): -0.129, atom 4 (C): -0.055

=====

Entry 2:
Computed, not measured: C6H11CuN2OSe as an isolated structure in a non-equilibrium geometry, with ωB97M-V/def2-TZVPD.

Structure (ORCA input):
```
! RIJCOSX wB97M-V def2-TZVPD def2/J DEFGRID3
* xyz 0 1
Cu 3.2971 5.7329 5.9564
C 4.8077 3.6605 7.7946
N 5.2682 5.0784 7.9332
C 6.5910 5.5649 7.8835
C 6.5519 6.9183 7.6980
N 5.2071 7.3239 7.7137
C 4.5265 8.6412 7.4804
C 4.4274 6.1304 7.7151
Se 2.5824 6.2086 7.9775
H 5.0934 3.1156 8.7039
H 5.2739 3.2860 6.8771
H 3.6997 3.6796 7.6583
H 7.3520 4.8765 8.0247
H 7.2714 7.7156 7.7928
H 5.3222 9.3901 7.6471
H 3.6766 8.7255 8.2118
H 4.2050 8.6168 6.4649
C 5.0961 4.8092 3.9314
O 3.8100 5.3642 4.2447
H 5.1379 4.6725 2.8379
H 5.2463 3.8323 4.3624
H 5.9629 5.3823 4.2719
*
```

Summary:
highest occupied orbital energy: -7.8 eV
Kohn-Sham gap: 8.2 eV
E_LUMO: 0.41 eV

Results of the Löwdin charge analysis, in e, for atoms 1 through 4: atom 1 (Cu): 0.172, atom 2 (C): -0.006, atom 3 (N): -0.114, atom 4 (C): -0.031